Below is a molecular structure, C13H16INO7P2PbSe, with properties calculated with ωB97M-V with the def2-TZVPD basis set.

Element x y z (Å)
Pb1 -1.43 -0.35 -2.00
C1 2.32 0.38 0.51
C2 1.18 -0.41 1.12
O1 1.56 -0.79 2.45
P1 -0.36 0.58 1.24
O2 -1.32 -0.28 2.12
O3 -0.10 1.85 2.15
O4 -0.88 0.98 -0.11
P2 0.69 -1.90 0.17
O5 1.99 -2.82 0.18
O6 -0.43 -2.52 0.97
O7 0.42 -1.49 -1.26
H1 2.58 1.22 1.15
H2 2.05 0.75 -0.48
H3 3.19 -0.27 0.41
H4 0.95 -1.47 2.76
H5 -1.24 -1.23 1.83
H6 -0.05 2.66 1.62
H7 1.85 -3.63 0.70
I1 -4.43 1.61 -1.03
C3 -4.33 0.12 0.46
C4 -4.77 0.42 1.74
C5 -4.71 -0.60 2.68
C6 -4.21 -1.84 2.31
C7 -3.79 -2.01 1.00
N1 -3.85 -1.04 0.09
H8 -5.15 1.40 1.99
H9 -5.04 -0.42 3.70
H10 -4.14 -2.65 3.02
H11 -3.36 -2.95 0.67
Se1 -0.16 1.27 -3.74
C8 1.64 1.31 -3.08
C9 2.15 2.51 -2.57
C10 3.47 2.59 -2.16
C11 4.29 1.47 -2.23
C12 3.78 0.28 -2.73
C13 2.47 0.20 -3.15
H12 1.51 3.38 -2.52
H13 3.86 3.52 -1.77
H14 5.32 1.53 -1.90
H15 4.42 -0.60 -2.78
H16 2.08 -0.74 -3.53

HOMO energy, eV: -7.778
E, hartree: -4661.39238
Kohn-Sham gap, eV: 7.98
ΔE to the lowest compared entry with this formula, charge and spin, kcal per mole: 0.3